Entry 1:
Here is a 2-piece molecular cluster, C5H12N2O overall in a non-equilibrium geometry from OMol25. Energies are from wB97M-V/def2-TZVPD.

E_LUMO: -2.92 eV
Energy relative to the best compared isomer or geometry (same formula, charge and spin): 216.1 kcal/mol
HOMO: -7.4 eV
Spin multiplicity: 1

```
20
Properties=species:S:1:pos:R:3:forces:R:3:nbo_charge:R:1
N -0.04365 1.99597 -0.24658 -0.9221 -0.4846 0.1482 -0.652
C -1.47080 1.68528 0.11021 2.4621 0.1459 0.4821 -0.274
C -1.24147 -0.46978 -1.34119 -1.3380 1.7286 0.5804 -0.617
C -2.03118 0.82483 -1.02533 -0.7517 0.5178 -0.3572 -0.393
N 1.89350 -0.93497 1.72760 -1.2995 1.8320 -0.4251 -0.531
C 1.06985 -0.03578 1.00320 0.3520 -0.3484 1.9137 -0.198
C 1.52099 -1.32386 0.06619 -0.9050 -1.2901 1.8568 0.365
O 0.60340 -2.13055 -0.01424 1.8170 0.5562 -0.8817 -0.449
H -1.85216 2.69723 0.31085 -1.2098 -0.8118 -0.1310 0.194
H -0.15988 2.96409 -0.55711 0.6773 0.0357 -0.0111 0.316
H -1.48395 1.07711 1.03383 -0.2209 0.3849 -0.2327 0.177
H -1.68301 -0.76577 -2.29787 0.8706 -0.3649 -0.0269 0.216
H -1.57778 -1.16420 -0.58136 0.5702 -0.5234 0.0351 0.208
H -0.17819 -0.19772 -1.28444 -0.5362 -0.6438 -0.6109 0.219
H -3.05739 0.52084 -0.72496 0.2912 0.4676 -0.4889 0.205
H -2.03427 1.46885 -1.92436 -0.3916 -0.3224 0.2526 0.193
H 2.82424 -0.51094 1.72095 0.2822 -0.4081 -0.4918 0.341
H 0.02071 -0.03454 1.28312 0.1974 -0.6659 -0.3395 0.215
H 1.30639 0.92194 0.54690 0.5145 0.4338 -0.2436 0.287
H 2.52277 -1.20427 -0.34596 -0.4598 -0.2392 -1.0284 0.178
```
Positions in Å, forces in eV/Å.

=====

Entry 2:
Here is C5LiO5 as an isolated structure from OMol25. Energies are from wB97M-V/def2-TZVPD.

Total charge: -1
E_LUMO (spin up / spin down): 2.21 / 2.21 eV
HOMO (spin up / spin down): -3.6 / -3.6 eV
Spin multiplicity: 1

```
11
Properties=species:S:1:pos:R:3:forces:R:3:nbo_charge:R:1
Li -2.35409 -0.00104 -1.66387 -0.3065 -0.0003 -0.2161 0.937
O 2.27586 -0.00124 1.60913 0.1026 -0.0194 0.0707 -0.549
C 1.28954 -0.00300 0.91161 -0.2436 0.0638 -0.1695 0.377
C 1.26309 0.00165 -0.60952 -0.1685 -0.0418 0.1870 0.353
O 2.23990 0.00067 -1.33658 0.0672 0.0112 -0.0770 -0.590
C -0.15552 0.00046 -0.98185 0.1148 0.0080 0.0538 0.215
C -0.97724 0.00047 0.18059 0.0903 0.0080 0.0930 0.215
O -2.26251 -0.00013 0.10931 0.0927 0.0006 0.1499 -0.861
C -0.15333 0.00165 1.39382 0.1204 -0.0418 -0.2219 0.353
O -0.51371 0.00066 2.55693 -0.0474 0.0112 0.0919 -0.590
O -0.65199 -0.00015 -2.16959 0.1779 0.0006 0.0382 -0.861
```
Positions in Å, forces in eV/Å.

=====

Entry 3:
Here is C46H61BrN4PPbSe2Si as an isolated structure from OMol25. Energies are from wB97M-V/def2-TZVPD.

Total charge: +1
E_LUMO: -2.00 eV
Energy relative to the best compared isomer or geometry (same formula, charge and spin): 5.2 kcal/mol
HOMO: -9.8 eV
Spin multiplicity: 1

```
117
Properties=species:S:1:pos:R:3:forces:R:3:lowdin_charge:R:1
Pb -0.51378 -0.04389 0.81376 0.1565 -0.0922 0.0162 0.814
N -1.49279 -3.44241 1.09797 -0.0383 0.0115 0.0522 -0.094
P -0.74690 -2.67249 -0.22621 -0.0229 0.0495 0.0352 0.881
C -1.81720 -3.07852 -1.61766 0.0026 -0.0212 -0.0136 -0.364
C -1.98571 -4.40141 -2.03162 -0.0071 -0.0116 -0.0102 -0.091
C -2.85158 -4.69657 -3.07068 0.0012 0.0049 0.0007 -0.062
C -3.54980 -3.67377 -3.70324 0.0004 0.0122 0.0005 -0.059
C -3.37925 -2.35815 -3.30153 -0.0067 -0.0123 0.0055 -0.068
C -2.51086 -2.05877 -2.26169 -0.0077 0.0152 0.0059 -0.129
C 0.77982 -3.60985 -0.48238 0.0180 -0.0065 -0.0122 -0.365
C 1.25745 -3.90079 -1.75806 0.0141 0.0136 0.0050 -0.112
C 2.49266 -4.51154 -1.91337 0.0055 -0.0002 0.0001 -0.065
C 3.25887 -4.82735 -0.80038 -0.0029 -0.0072 -0.0082 -0.067
C 2.79069 -4.53308 0.47313 -0.0110 0.0017 -0.0015 -0.069
C 1.55688 -3.92283 0.63296 0.0093 -0.0031 0.0024 -0.086
C -1.54119 -2.94600 2.38681 0.0107 -0.0262 -0.0791 -0.389
C -2.11576 -3.71309 3.40742 0.0040 0.0053 0.0085 -0.001
C -2.11630 -3.21653 4.68962 0.0024 0.0037 0.0121 -0.043
C -1.55083 -1.96907 4.94682 0.0109 -0.0172 0.0046 -0.056
C -1.02199 -1.27472 3.88725 0.0374 -0.0077 0.0078 -0.169
N -1.01362 -1.74303 2.62735 -0.0414 -0.0148 -0.0274 -0.030
H -1.86520 -4.37344 0.98006 0.0001 0.0014 0.0027 0.118
H -1.42652 -5.19929 -1.55526 -0.0021 0.0009 0.0015 0.112
H -2.98049 -5.72172 -3.39135 0.0000 0.0000 -0.0001 0.111
H -4.22559 -3.90683 -4.51563 0.0008 -0.0007 0.0003 0.112
H -3.91780 -1.56151 -3.79790 -0.0009 -0.0031 -0.0016 0.116
H -2.36678 -1.02726 -1.96146 -0.0096 -0.0009 0.0231 0.042
H 0.66612 -3.65488 -2.63050 -0.0108 0.0226 -0.0203 0.088
H 2.85556 -4.74319 -2.90640 0.0002 0.0033 0.0021 0.110
H 4.22202 -5.30431 -0.92479 -0.0010 0.0011 -0.0008 0.110
H 3.38743 -4.77675 1.34199 -0.0008 0.0002 -0.0012 0.110
H 1.20049 -3.68950 1.63026 0.0004 0.0022 -0.0013 0.102
H -2.54156 -4.68077 3.17875 -0.0016 0.0005 -0.0019 0.119
H -2.55318 -3.79808 5.49081 0.0003 0.0006 -0.0002 0.119
H -1.52697 -1.54795 5.94127 -0.0013 -0.0008 -0.0025 0.113
H -0.56201 -0.30472 4.01832 0.0049 0.0253 0.0119 0.042
C -2.53209 4.30596 5.18403 -0.0185 0.0035 -0.0032 -0.050
C -2.61169 3.29175 4.07468 -0.0040 0.0038 0.0127 -0.287
C -3.20513 2.05037 4.26940 0.0019 -0.0035 0.0065 -0.019
C -3.38316 1.14454 3.22532 0.0091 -0.0035 -0.0056 -0.305
C -4.12093 -0.13993 3.48333 -0.0182 0.0014 -0.0083 -0.082
C -2.93408 1.49414 1.94343 0.0153 0.0443 0.0375 -0.588
Se -3.16952 0.24266 0.48429 -0.0028 0.0108 -0.0379 0.603
C -2.33293 2.74693 1.72153 -0.0242 -0.0127 -0.0119 -0.321
C -1.92872 3.21505 0.34916 0.0234 -0.0122 -0.0069 -0.091
C -2.16869 3.61264 2.79726 -0.0022 0.0024 -0.0110 -0.012
H -2.80732 3.86783 6.14258 -0.0155 0.0111 -0.0100 0.061
H -3.22564 5.12696 4.99401 0.0106 0.0046 -0.0037 0.090
H -1.53517 4.74202 5.26807 0.0190 -0.0105 0.0199 0.084
H -3.58243 1.79119 5.25366 -0.0029 -0.0015 0.0001 0.119
H -4.30478 -0.27052 4.54932 0.0012 -0.0015 -0.0011 0.082
H -3.57548 -1.00567 3.10754 -0.0354 0.0211 -0.0030 0.036
H -5.08255 -0.13422 2.96625 -0.0033 0.0051 -0.0007 0.087
H -1.07593 2.66476 -0.05825 0.0062 -0.0226 0.0197 0.023
H -1.64378 4.26568 0.37657 -0.0134 0.0051 0.0003 0.084
H -2.74442 3.08237 -0.36206 -0.0039 0.0002 0.0035 0.075
H -1.72227 4.58542 2.62043 -0.0003 -0.0026 -0.0002 0.125
C 3.84860 0.91957 5.80878 -0.0170 0.0005 -0.0005 -0.022
N 2.48450 1.40516 5.88281 0.0043 -0.0094 -0.0004 -0.076
C 1.59244 1.43409 4.86764 0.0353 -0.0342 0.0577 -0.739
Se 1.86982 0.84005 3.14927 -0.0647 0.1447 -0.0205 0.579
N 0.44489 1.95665 5.36613 -0.0083 -0.0220 -0.0267 0.132
C 0.59416 2.25946 6.71681 -0.0028 0.0145 -0.0282 -0.166
C -0.26688 2.78216 7.66734 -0.0064 0.0033 0.0105 -0.003
C 0.23571 2.94794 8.94851 0.0022 -0.0016 -0.0010 -0.073
C 1.55015 2.60134 9.26983 -0.0001 -0.0030 -0.0091 -0.073
C 2.40821 2.07222 8.31914 -0.0046 0.0008 0.0144 0.001
C 1.90001 1.90884 7.04093 0.0218 -0.0154 -0.0148 -0.160
H 4.03004 0.56325 4.79935 0.0017 0.0005 -0.0014 0.037
H 3.98761 0.10333 6.51706 0.0030 0.0000 0.0005 0.102
H 4.54095 1.72778 6.04186 0.0010 0.0000 0.0010 0.104
H -0.36052 2.15239 4.78691 -0.0072 -0.0216 0.0067 0.127
H -1.28446 3.05062 7.42660 0.0018 -0.0017 -0.0087 0.092
H -0.40608 3.35574 9.71734 0.0001 -0.0007 0.0013 0.109
H 1.90431 2.74742 10.28085 -0.0006 0.0009 0.0007 0.109
H 3.42544 1.80022 8.56507 -0.0004 0.0013 0.0006 0.115
C 3.57703 1.36427 -5.83392 0.0403 -0.0168 0.0222 -0.083
C 3.12682 1.11235 -4.38298 0.0253 0.0039 -0.0160 -0.630
C 3.36220 2.39908 -3.57741 0.0020 0.0100 -0.0072 -0.101
C 4.04325 0.04461 -3.76267 -0.0045 0.0481 0.0250 -0.114
Si 1.28029 0.61604 -4.35244 -0.0239 -0.0109 -0.0086 0.520
Br 0.99382 -0.25562 -2.23635 -0.0257 -0.0918 -0.0330 0.475
C 0.05642 2.08686 -4.40869 -0.0178 0.0037 0.0009 -0.622
C 0.37485 2.99449 -5.61026 -0.0171 0.0016 -0.0078 -0.080
C -1.39110 1.59046 -4.54522 -0.0161 0.0605 -0.0099 -0.098
C 0.09785 2.94111 -3.13164 0.0019 0.0229 0.0039 -0.112
C 0.81815 -0.82360 -5.53246 0.0019 0.0056 -0.0007 -0.617
C 1.90229 -1.91110 -5.55197 0.0057 0.0113 0.0263 -0.096
C -0.48493 -1.52602 -5.12263 -0.0260 0.0031 0.0047 -0.114
C 0.64779 -0.28980 -6.96582 0.0286 0.0164 -0.0218 -0.081
H 4.60667 1.73450 -5.82501 -0.0005 -0.0025 0.0001 0.093
H 2.96803 2.11404 -6.34018 -0.0192 0.0169 -0.0091 0.071
H 3.56627 0.45647 -6.43812 0.0014 -0.0069 0.0255 0.067
H 4.43645 2.60533 -3.55581 -0.0006 -0.0006 -0.0001 0.092
H 3.02577 2.30195 -2.54279 0.0068 -0.0059 -0.0100 0.077
H 2.87650 3.26719 -4.02149 0.0050 0.0022 0.0032 0.065
H 5.07708 0.39651 -3.83454 -0.0045 -0.0043 -0.0028 0.090
H 3.99224 -0.91652 -4.26500 -0.0338 -0.0761 -0.0483 0.060
H 3.82109 -0.11161 -2.70655 0.0068 0.0005 -0.0144 0.049
H 0.36804 2.45806 -6.56076 -0.0002 0.0145 0.0235 0.070
H 1.34121 3.48779 -5.50740 0.0065 0.0059 -0.0044 0.067
H -0.38422 3.78020 -5.67375 0.0008 -0.0026 0.0010 0.093
H -1.57658 1.08249 -5.49067 0.0040 0.0432 -0.0088 0.067
H -2.06295 2.45323 -4.50304 0.0030 0.0062 0.0043 0.093
H -1.66846 0.91943 -3.72813 -0.0004 -0.0016 0.0061 0.068
H 1.06878 3.39354 -2.94431 -0.0198 -0.0098 0.0007 0.062
H -0.18151 2.35927 -2.25236 -0.0108 -0.0009 -0.0105 0.031
H -0.62977 3.75231 -3.23556 0.0009 0.0030 0.0032 0.093
H 2.09579 -2.30609 -4.55184 0.0200 -0.0052 0.0238 0.064
H 2.84495 -1.56576 -5.97388 0.0142 0.0279 -0.0037 0.068
H 1.55212 -2.73991 -6.17575 0.0094 0.0014 0.0087 0.092
H -0.38420 -2.03039 -4.16161 0.0185 -0.0209 0.0452 0.039
H -0.72276 -2.28666 -5.87377 0.0084 -0.0086 0.0096 0.096
H -1.33915 -0.85608 -5.05332 0.0540 -0.0879 -0.0234 0.050
H 1.52972 0.24250 -7.32695 -0.0316 -0.0154 0.0023 0.070
H -0.20996 0.37548 -7.05969 -0.0266 0.0097 0.0012 0.068
H 0.47759 -1.13448 -7.64051 -0.0014 0.0005 0.0037 0.093
```
Positions in Å, forces in eV/Å.